Record 1
This record from OMol25 describes a molecular structure, C54H42MgO3P3S2Si. The level of theory is ωB97M-V with the def2-TZVPD basis set.

Computed properties:
HOMO-LUMO gap, eV: 7.1
Energy above the lowest of the compared OMol25 structures with the same formula, charge and spin, kJ/mol: 102.7

```
! wB97M-V def2-TZVPD RIJCOSX def2/J DEFGRID3
* xyz -1 1
Mg 2.177 0.140 0.198
C -2.116 6.307 0.543
C -1.465 6.121 -0.666
C -1.116 4.839 -1.075
C -1.388 3.731 -0.276
C -2.051 3.932 0.938
C -2.415 5.208 1.339
P -0.662 2.116 -0.851
C 0.806 2.291 0.264
C 2.004 2.611 -0.387
C 3.160 2.866 0.338
C 3.135 2.788 1.723
C 1.943 2.512 2.379
C 0.775 2.293 1.659
C -1.877 0.863 -0.263
C -3.215 1.264 -0.382
C -4.262 0.356 -0.348
C -3.986 -0.993 -0.210
C -2.666 -1.404 -0.100
C -1.584 -0.518 -0.147
Si 0.192 -1.302 0.027
C 0.789 -2.440 -1.419
C 1.516 -3.580 -1.048
C 2.179 -4.371 -1.969
C 2.178 -4.026 -3.309
C 1.509 -2.886 -3.710
C 0.823 -2.088 -2.790
P -0.148 -0.671 -3.393
C -1.215 -1.554 -4.626
C -1.677 -2.840 -4.323
C -2.537 -3.511 -5.181
C -2.987 -2.901 -6.343
C -2.578 -1.608 -6.629
C -1.704 -0.942 -5.780
C 1.041 0.266 -4.433
C 2.416 0.045 -4.424
C 3.274 0.933 -5.062
C 2.775 2.047 -5.718
C 1.406 2.286 -5.725
C 0.552 1.415 -5.067
C -0.301 -2.574 1.405
C -0.635 -3.912 1.170
C -1.108 -4.734 2.180
C -1.245 -4.248 3.475
C -0.901 -2.936 3.746
C -0.451 -2.102 2.721
P -0.004 -0.361 3.053
C -1.415 0.260 4.041
C -1.271 1.415 4.816
C -2.372 2.028 5.398
C -3.646 1.524 5.180
C -3.810 0.410 4.368
C -2.708 -0.212 3.798
C 1.373 -0.656 4.236
C 1.385 -0.339 5.591
C 2.541 -0.514 6.344
C 3.692 -1.018 5.756
C 3.680 -1.368 4.413
C 2.530 -1.192 3.662
H -2.381 7.304 0.873
H -1.221 6.974 -1.288
H -0.615 4.686 -2.026
H -2.290 3.084 1.569
H -2.927 5.341 2.285
H 2.030 2.640 -1.472
H 4.084 3.098 -0.173
H 4.044 2.928 2.292
H 1.925 2.461 3.462
H -0.161 2.144 2.179
H -3.452 2.305 -0.546
H -5.281 0.706 -0.456
H -4.786 -1.723 -0.205
H -2.469 -2.465 -0.009
H 1.581 -3.850 -0.001
H 2.722 -5.244 -1.629
H 2.696 -4.640 -4.036
H 1.520 -2.602 -4.756
H -1.355 -3.323 -3.410
H -2.851 -4.519 -4.938
H -3.657 -3.426 -7.013
H -2.940 -1.110 -7.521
H -1.397 0.063 -6.032
H 2.833 -0.790 -3.879
H 4.342 0.760 -5.021
H 3.450 2.746 -6.197
H 1.008 3.168 -6.214
H -0.505 1.644 -5.009
H -0.532 -4.321 0.171
H -1.377 -5.761 1.960
H -1.614 -4.889 4.267
H -0.984 -2.544 4.754
H -0.287 1.847 4.957
H -2.237 2.918 6.001
H -4.508 2.008 5.623
H -4.803 0.033 4.158
H -2.851 -1.066 3.148
H 0.492 0.031 6.078
H 2.540 -0.247 7.394
H 4.593 -1.139 6.344
H 4.564 -1.769 3.931
H 2.548 -1.481 2.616
O 3.387 0.105 -1.312
S 4.508 -0.120 -0.306
O 5.747 0.472 -0.745
O 3.950 0.540 0.945
S 4.584 -2.045 0.082
*
```

Record 2
This record from OMol25 describes a molecular structure, C54H43CoN4. The level of theory is ωB97M-V with the def2-TZVPD basis set.

Computed properties:
<S²>: 3.824
HOMO-LUMO gap (spin up / spin down), eV: 4.2 / 5.6
Energy above the lowest of the compared OMol25 structures with the same formula, charge and spin, kJ/mol: 18.7

```
! wB97M-V def2-TZVPD RIJCOSX def2/J DEFGRID3
* xyz -1 4
Co -0.185 0.474 0.583
C 4.019 1.448 6.893
C 3.493 2.475 6.124
C 2.777 2.189 4.977
C 2.554 0.871 4.573
C 3.099 -0.151 5.351
C 3.822 0.134 6.495
C 1.773 0.611 3.355
C 0.656 -0.213 3.371
C 0.247 -1.011 4.486
C -0.734 -1.831 4.037
C -0.981 -1.480 2.675
C -2.055 -1.984 1.955
C -2.801 -3.116 2.545
C -4.046 -2.924 3.138
C -4.710 -3.976 3.740
C -4.151 -5.244 3.746
C -2.918 -5.449 3.149
C -2.246 -4.392 2.564
C -2.514 -1.361 0.792
N -1.935 -0.259 0.217
C -2.806 0.133 -0.760
C -2.617 1.215 -1.628
C -3.797 1.734 -2.357
C -4.706 2.513 -1.645
C -5.831 3.035 -2.254
C -6.080 2.775 -3.592
C -5.191 1.991 -4.308
C -4.055 1.483 -3.700
C -1.382 1.820 -1.770
C -1.083 2.790 -2.776
C 0.255 3.008 -2.722
C 0.762 2.199 -1.655
N -0.252 1.496 -1.064
C 2.082 2.225 -1.213
C 2.433 1.684 0.037
C 3.733 1.772 0.598
C 3.604 1.478 1.926
C 2.249 1.128 2.135
N 1.544 1.203 0.965
C 3.087 3.012 -1.941
C 3.818 4.000 -1.273
C 4.795 4.725 -1.926
C 5.056 4.496 -3.268
C 4.308 3.552 -3.953
C 3.337 2.818 -3.299
C -3.919 -0.745 -0.827
C -3.723 -1.697 0.130
N -0.127 -0.487 2.276
H 4.586 1.671 7.787
H 3.642 3.503 6.430
H 2.373 2.993 4.381
H 2.978 -1.177 5.035
H 4.246 -0.672 7.081
H 0.662 -0.958 5.473
H -1.287 -2.580 4.572
H -4.481 -1.934 3.131
H -5.666 -3.806 4.217
H -4.674 -6.069 4.211
H -2.475 -6.436 3.145
H -1.282 -4.555 2.105
H -4.514 2.719 -0.601
H -6.513 3.658 -1.691
H -6.962 3.178 -4.070
H -5.383 1.781 -5.353
H -3.369 0.877 -4.274
H -1.812 3.227 -3.431
H 0.849 3.675 -3.319
H 4.630 1.999 0.055
H 4.373 1.446 2.675
H 3.601 4.193 -0.232
H 5.359 5.476 -1.389
H 5.829 5.057 -3.776
H 4.492 3.384 -5.005
H 2.768 2.072 -3.835
H -4.719 -0.665 -1.537
H -4.353 -2.530 0.382
C 0.054 -2.771 -1.674
C -0.372 -2.035 -2.742
C 0.724 -1.213 -3.182
C 1.837 -1.482 -2.363
C 1.445 -2.420 -1.420
C 2.270 -3.036 -0.349
C 3.191 -0.868 -2.508
C 0.635 -0.236 -4.295
C -1.713 -2.021 -3.393
C -0.688 -3.783 -0.875
H 2.565 -4.054 -0.628
H 1.704 -3.104 0.580
H 3.169 -2.452 -0.167
H 3.414 -0.689 -3.560
H 3.964 -1.522 -2.112
H 3.236 0.083 -1.973
H 0.093 0.650 -3.954
H 0.088 -0.655 -5.141
H 1.621 0.080 -4.631
H -1.638 -2.348 -4.432
H -2.124 -1.013 -3.383
H -2.404 -2.679 -2.875
H -0.302 -4.788 -1.065
H -1.748 -3.768 -1.114
H -0.582 -3.567 0.186
*
```

Record 3
This record from OMol25 describes a molecular structure, C54H44ClFMoO4P2. The level of theory is ωB97M-V with the def2-TZVPD basis set.

Computed properties:
<S²>: 2.026
HOMO-LUMO gap (spin up / spin down), eV: 5.6 / 6.0

```
! wB97M-V def2-TZVPD RIJCOSX def2/J DEFGRID3
* xyz 2 3
Mo -0.190 -0.590 0.155
C -4.287 -5.129 3.933
C -2.825 -4.971 3.469
C -1.988 -6.164 3.977
C -2.249 -3.677 4.037
C -2.248 -3.414 5.405
C -1.702 -2.253 5.939
C -1.126 -1.310 5.103
C -1.112 -1.548 3.736
P -0.258 -0.396 2.628
C 1.470 -0.661 3.101
C 1.992 -1.871 2.631
C 3.286 -2.251 2.951
C 4.063 -1.427 3.761
C 3.542 -0.237 4.245
C 2.245 0.152 3.919
C -0.988 1.213 2.973
C -2.359 1.275 2.695
C -3.050 2.463 2.860
C -2.376 3.596 3.308
C -1.017 3.539 3.585
C -0.315 2.350 3.412
C -1.670 -2.711 3.236
O -1.584 -2.834 1.869
C -2.207 -3.891 1.242
C -2.207 -3.811 -0.137
C -2.757 -4.847 -0.878
C -3.310 -5.929 -0.216
C -3.329 -5.956 1.174
C -2.783 -4.932 1.944
P -1.593 -2.320 -0.961
C -3.036 -1.628 -1.806
C -3.505 -2.140 -3.016
C -4.678 -1.638 -3.565
C -5.385 -0.634 -2.916
C -4.923 -0.119 -1.712
C -3.749 -0.612 -1.161
C -0.423 -2.935 -2.195
C -0.286 -2.339 -3.450
C 0.675 -2.809 -4.337
C 1.508 -3.857 -3.966
C 1.396 -4.429 -2.702
C 0.435 -3.970 -1.817
H -4.348 -5.169 5.023
H -4.719 -6.057 3.549
H -4.901 -4.294 3.584
H -2.018 -6.219 5.069
H -0.944 -6.071 3.667
H -2.380 -7.106 3.583
H -2.686 -4.142 6.082
H -1.723 -2.087 7.011
H -0.691 -0.402 5.512
H 1.388 -2.533 2.030
H 3.685 -3.190 2.583
H 5.073 -1.726 4.026
H 4.147 0.404 4.881
H 1.860 1.080 4.316
H -2.889 0.389 2.378
H -4.113 2.509 2.651
H -2.917 4.527 3.446
H -0.496 4.424 3.937
H 0.750 2.334 3.595
H -2.757 -4.812 -1.964
H -3.739 -6.750 -0.782
H -3.787 -6.806 1.672
H -2.961 -2.920 -3.534
H -5.042 -2.037 -4.505
H -6.301 -0.248 -3.352
H -5.475 0.668 -1.208
H -3.385 -0.200 -0.235
H -0.941 -1.533 -3.754
H 0.770 -2.361 -5.322
H 2.246 -4.231 -4.670
H 2.053 -5.245 -2.413
H 0.334 -4.436 -0.844
C 5.516 -3.307 -1.935
C 4.729 -2.394 -2.847
C 4.605 -2.643 -4.206
C 3.884 -1.789 -5.030
Cl 3.713 -2.162 -6.718
C 3.277 -0.674 -4.513
C 3.388 -0.410 -3.149
C 4.115 -1.260 -2.341
O 4.300 -1.053 -0.983
C 3.719 0.083 -0.437
C 2.275 -0.106 -0.123
O 1.646 0.667 0.642
O 1.590 -1.122 -0.624
H 5.801 -4.221 -2.456
H 4.935 -3.575 -1.046
H 6.430 -2.818 -1.581
H 5.081 -3.520 -4.636
H 2.720 -0.007 -5.160
H 2.889 0.466 -2.751
H 3.814 0.959 -1.077
H 4.214 0.309 0.501
F -1.824 4.424 -2.902
C -1.465 3.350 -2.229
C -1.499 2.128 -2.879
C -1.147 1.004 -2.163
C -0.749 1.115 -0.818
C -0.686 2.377 -0.203
C -1.064 3.500 -0.908
H -1.808 2.073 -3.916
H -1.184 0.043 -2.657
H -0.333 2.492 0.809
H -1.043 4.488 -0.462
*
```

Record 4
This record from OMol25 describes a molecular structure, C54H45N2NiO5PSSb. The level of theory is ωB97M-V with the def2-TZVPD basis set.

Computed properties:
HOMO-LUMO gap (spin up / spin down), eV: 6.7 / 6.7
Energy above the lowest of the compared OMol25 structures with the same formula, charge and spin, kJ/mol: 0.0

```
! wB97M-V def2-TZVPD RIJCOSX def2/J DEFGRID3
* xyz -1 1
Ni 0.941 0.450 -1.570
C 1.572 -5.345 1.077
C 0.838 -4.844 0.009
C 1.053 -3.547 -0.425
C 2.009 -2.739 0.195
C 2.734 -3.242 1.267
C 2.513 -4.544 1.705
P 2.295 -1.094 -0.549
C 3.336 -0.228 0.673
C 2.758 0.043 1.915
C 3.433 0.802 2.858
C 4.688 1.317 2.559
C 5.263 1.060 1.324
C 4.594 0.285 0.385
C 3.361 -1.538 -1.947
C 4.464 -2.345 -1.856
C 5.224 -2.631 -3.008
C 4.848 -2.107 -4.214
C 3.702 -1.284 -4.337
C 3.307 -0.739 -5.585
C 2.184 0.025 -5.648
C 1.402 0.283 -4.489
C 1.725 -0.203 -3.248
C 2.925 -1.000 -3.185
H 1.395 -6.352 1.431
H 0.082 -5.453 -0.469
H 0.474 -3.150 -1.252
H 3.470 -2.621 1.762
H 3.084 -4.929 2.541
H 1.752 -0.301 2.131
H 2.959 1.029 3.804
H 5.203 1.941 3.277
H 6.223 1.491 1.072
H 5.030 0.132 -0.594
H 4.761 -2.761 -0.899
H 6.094 -3.271 -2.935
H 5.424 -2.324 -5.107
H 3.907 -0.937 -6.466
H 1.877 0.457 -6.595
H 0.513 0.884 -4.614
O 3.067 5.059 2.013
C 2.703 4.145 1.303
C 1.450 3.315 1.490
O 0.597 3.465 2.361
C 1.449 2.360 0.400
C 2.483 2.630 -0.523
O 2.527 2.017 -1.635
C 3.366 3.681 0.011
O 4.381 4.145 -0.478
O 0.585 1.438 0.201
C -0.660 -2.089 3.148
C -1.510 -3.059 2.362
C -1.691 -4.341 2.877
C -2.431 -5.298 2.202
C -3.012 -4.970 0.989
C -2.851 -3.691 0.471
C -2.104 -2.716 1.133
Sb -1.762 -0.703 0.326
C -2.603 0.321 2.005
C -1.807 1.395 2.412
C -2.101 2.113 3.564
C -3.206 1.758 4.320
C -4.011 0.702 3.910
C -3.733 -0.029 2.758
C -4.687 -1.130 2.363
C -3.375 -0.746 -1.103
C -3.155 -1.670 -2.126
C -4.040 -1.829 -3.183
C -5.170 -1.029 -3.238
C -5.370 -0.068 -2.260
C -4.482 0.106 -1.199
C -4.709 1.263 -0.256
H -0.461 -2.476 4.147
H -1.133 -1.114 3.254
H 0.305 -1.941 2.656
H -1.229 -4.590 3.826
H -2.554 -6.289 2.623
H -3.607 -5.698 0.450
H -3.346 -3.454 -0.461
H -0.928 1.669 1.834
H -1.454 2.932 3.855
H -3.450 2.300 5.226
H -4.888 0.440 4.493
H -5.708 -0.850 2.629
H -4.452 -2.067 2.873
H -4.656 -1.332 1.293
H -2.254 -2.278 -2.110
H -3.837 -2.555 -3.960
H -5.876 -1.131 -4.053
H -6.230 0.590 -2.328
H -5.466 1.931 -0.665
H -3.788 1.838 -0.119
H -5.041 0.936 0.730
C 1.666 5.523 -1.741
C 0.429 4.787 -1.348
C -0.454 5.167 -0.377
C -1.549 4.328 -0.122
N -1.795 3.222 -0.815
C -0.924 2.855 -1.763
S -1.029 1.379 -2.635
N 0.154 3.646 -2.008
C -2.473 4.615 1.013
H 1.797 6.404 -1.119
H 1.599 5.828 -2.787
H 2.547 4.888 -1.634
H -0.268 6.048 0.217
H 0.867 3.233 -2.607
H -2.490 5.675 1.261
H -2.104 4.063 1.880
H -3.476 4.260 0.781
*
```